No. 1
{
  "formula": "C26H36IN3OsP",
  "method": "ωB97M-V with the def2-TZVPD basis set",
  "fmax_ha_per_bohr": 0.01192,
  "de_lowest_kcal_mol": 11.0,
  "orbital_gap_ev": 7.2,
  "e_tot_ha": -1906.0977,
  "total_charge": 1,
  "homo_ev": -10.506,
  "species": ["Os", "C", "C", "C", "P", "C", "C", "C", "C", "C", "C", "C", "C", "C", "C", "N", "C", "C", "C", "C", "C", "C", "C", "C", "C", "H", "H", "H", "H", "H", "H", "H", "H", "H", "H", "H", "H", "H", "H", "H", "H", "H", "H", "H", "H", "H", "H", "H", "H", "H", "H", "H", "H", "H", "H", "H", "C", "H", "H", "I", "C", "C", "N", "N", "C", "H", "H", "H"],
  "coordinates": [[0.0361, 0.4048, 0.1710], [-1.2406, -3.2547, -0.1477], [-2.2926, -2.1681, 0.1011], [-3.5889, -2.7666, 0.6436], [-1.5627, -0.8399, 1.1394], [-2.9352, 0.1407, 1.8556], [-3.6725, 0.9097, 0.7601], [-2.4052, 1.0617, 2.9512], [-0.6872, -1.6270, 2.5038], [-1.2137, -2.5454, 3.4051], [-0.4015, -3.1895, 4.3309], [-0.9615, -4.1880, 5.3057], [0.9603, -2.8916, 4.3114], [1.5043, -1.9816, 3.4192], [0.6764, -1.3304, 2.5090], [1.1486, -0.4005, 1.5549], [2.5382, -0.0603, 1.5604], [2.9891, 0.9021, 2.4744], [2.0546, 1.5092, 3.4835], [4.3278, 1.2646, 2.4525], [5.2263, 0.6947, 1.5558], [6.6671, 1.1232, 1.5339], [4.7548, -0.2729, 0.6788], [3.4225, -0.6718, 0.6672], [2.9663, -1.7683, -0.2557], [-1.5910, -3.9308, -0.9284], [-1.0737, -3.8403, 0.7573], [-0.2782, -2.8444, -0.4560], [-2.5103, -1.6549, -0.8406], [-3.4610, -3.1783, 1.6448], [-3.8974, -3.5886, -0.0038], [-4.4043, -2.0441, 0.6677], [-3.6170, -0.5902, 2.3030], [-2.9924, 1.5814, 0.2320], [-4.4691, 1.5105, 1.2006], [-4.1244, 0.2458, 0.0216], [-1.6454, 1.7419, 2.5531], [-1.9607, 0.5053, 3.7755], [-3.2150, 1.6774, 3.3444], [-2.2746, -2.7677, 3.4011], [-2.0401, -4.2879, 5.1927], [-0.7586, -3.8893, 6.3349], [-0.5162, -5.1729, 5.1580], [1.6190, -3.3901, 5.0131], [2.5674, -1.7770, 3.4305], [1.0849, 1.7607, 3.0414], [2.4869, 2.4045, 3.9266], [1.8322, 0.8076, 4.2913], [4.6824, 2.0078, 3.1585], [7.0126, 1.3995, 2.5295], [6.8018, 1.9917, 0.8859], [7.3093, 0.3286, 1.1567], [5.4469, -0.7476, -0.0079], [3.8247, -2.2997, -0.6629], [2.3853, -1.3804, -1.0958], [2.3328, -2.4871, 0.2673], [-0.1511, -0.2675, -1.5443], [-0.5424, -1.2447, -1.8248], [0.4028, 0.2060, -2.3696], [-1.9426, 5.7313, -2.5109], [-1.2086, 4.3329, -1.1947], [-0.8735, 4.5247, 0.1299], [-0.4452, 3.3464, 0.6022], [-0.4573, 2.3927, -0.3564], [-0.9350, 2.9886, -1.4491], [-0.8970, 5.4072, 0.7464], [-0.0348, 3.1455, 1.5018], [-1.0612, 2.4248, -2.3574]],
  "lowdin_charge": [1.1639, -0.1017, -0.5154, -0.0895, 0.9319, -0.5242, -0.0981, -0.0982, -0.2888, -0.0343, -0.2635, -0.0425, -0.0129, 0.0030, -0.2966, -0.1883, -0.2610, -0.2157, -0.0320, -0.0022, -0.2566, -0.0426, 0.0010, -0.2051, -0.0354, 0.0918, 0.0838, 0.0508, 0.0977, 0.0692, 0.0908, 0.0710, 0.1117, 0.0522, 0.0890, 0.0744, 0.0444, 0.0788, 0.0895, 0.1065, 0.0767, 0.0861, 0.0867, 0.1242, 0.1253, 0.0438, 0.0831, 0.0883, 0.1221, 0.0807, 0.0879, 0.0801, 0.1224, 0.0835, 0.0585, 0.0774, -0.2417, -0.0211, -0.0023, 0.9404, -0.7597, -0.1068, 0.0086, -0.1627, -0.1701, 0.1348, 0.1406, 0.1163]
}

---

No. 2
{
  "formula": "C26H36IN7PdS",
  "method": "ωB97M-V with the def2-TZVPD basis set",
  "fmax_ha_per_bohr": 0.00538,
  "de_lowest_kcal_mol": 10.8,
  "orbital_gap_ev": [5.6, 5.6],
  "e_tot_ha": -2219.3014,
  "homo_ev": [-6.364, -6.371],
  "species": ["Pd", "N", "C", "C", "C", "C", "C", "N", "C", "H", "H", "H", "H", "C", "C", "C", "C", "N", "C", "S", "N", "C", "C", "C", "C", "H", "H", "H", "H", "H", "H", "H", "H", "H", "H", "H", "H", "H", "H", "H", "H", "H", "H", "H", "H", "I", "C", "C", "N", "N", "C", "H", "H", "H", "C", "C", "C", "C", "C", "C", "C", "C", "N", "H", "H", "H", "H", "H", "H", "H", "H", "H"],
  "coordinates": [[-1.2252, -0.5222, -0.2667], [-6.3822, -0.5591, 3.0976], [-5.4451, -0.0777, 2.6399], [-4.2751, 0.5271, 2.0661], [-3.1429, 0.7691, 2.8420], [-2.0489, 1.3495, 2.2359], [-2.1223, 1.6770, 0.8858], [-3.2114, 1.4492, 0.1428], [-4.2609, 0.8747, 0.7201], [-3.1342, 0.4974, 3.8887], [-1.1410, 1.5500, 2.7857], [-1.3019, 2.1764, 0.3778], [-5.1204, 0.6793, 0.0917], [4.6489, 0.9722, 2.2637], [4.0206, 0.6287, 3.6125], [2.7501, -0.2200, 3.5280], [1.4650, 0.5587, 3.2711], [1.4758, 1.3861, 2.0674], [1.3543, 0.9102, 0.8130], [1.0001, -0.7345, 0.5160], [1.5478, 1.7841, -0.1812], [1.5161, 1.4545, -1.6089], [2.8183, 0.8524, -2.1152], [4.0439, 1.7348, -1.8906], [3.9392, 3.1063, -2.5482], [5.6251, 1.4409, 2.3951], [4.0367, 1.6544, 1.6724], [4.7910, 0.0712, 1.6630], [3.8192, 1.5455, 4.1790], [4.7605, 0.0817, 4.2009], [2.6015, -0.7518, 4.4717], [2.8613, -0.9860, 2.7571], [1.2689, 1.2391, 4.1034], [0.6227, -0.1284, 3.1904], [1.8190, 2.3287, 2.1721], [1.6978, 2.7520, 0.0604], [1.2721, 2.3768, -2.1283], [0.6868, 0.7622, -1.7718], [2.6937, 0.6674, -3.1867], [2.9595, -0.1214, -1.6436], [4.9228, 1.2137, -2.2769], [4.2214, 1.8492, -0.8164], [3.7203, 3.0158, -3.6148], [4.8679, 3.6690, -2.4472], [3.1447, 3.7154, -2.1094], [-0.2754, 3.3566, -6.0009], [-0.9790, 3.1147, -4.0886], [-1.8728, 2.1672, -3.6406], [-2.0229, 2.3834, -2.3237], [-1.2811, 3.4065, -1.8769], [-0.6488, 3.8648, -2.9460], [-2.3883, 1.3741, -4.1548], [-2.6171, 1.8923, -1.6570], [0.0263, 4.7023, -2.8631], [-2.1619, -3.8526, -3.2353], [-2.1881, -4.3164, -1.8100], [-2.4737, -5.6356, -1.5095], [-2.4690, -6.0795, -0.1926], [-2.2091, -5.1905, 0.8374], [-1.9802, -3.8421, 0.5931], [-1.7484, -2.9222, 1.7477], [-1.9627, -3.3755, -0.7550], [-1.8202, -2.0899, -1.1343], [-2.0998, -4.7057, -3.9116], [-1.3145, -3.1854, -3.3962], [-3.0544, -3.2788, -3.4938], [-2.6700, -6.3343, -2.3145], [-2.6653, -7.1211, 0.0296], [-2.2083, -5.5440, 1.8623], [-2.0757, -3.3925, 2.6760], [-2.2982, -1.9852, 1.5936], [-0.7029, -2.6301, 1.8593]],
  "lowdin_charge": [0.4139, 0.1681, -0.1750, -0.2074, -0.0078, -0.0514, -0.2010, 0.0313, -0.0763, 0.1276, 0.0921, 0.0825, 0.1310, -0.1089, -0.2523, -0.2053, -0.2297, -0.0022, -0.7633, 0.6961, 0.0247, -0.2258, -0.1939, -0.2588, -0.1057, 0.0729, 0.0416, 0.0814, 0.1063, 0.1043, 0.1142, 0.0897, 0.1228, 0.0898, 0.1411, 0.1462, 0.0875, 0.0750, 0.1213, 0.0911, 0.1075, 0.0851, 0.0783, 0.0706, 0.0596, 0.8422, -0.8056, -0.1535, -0.0207, 0.0296, -0.2497, 0.1197, 0.0863, 0.1008, -0.0711, -0.2231, -0.0644, -0.0861, -0.0674, -0.2153, -0.0834, -0.3485, -0.0570, 0.0704, 0.0691, 0.0780, 0.1048, 0.0979, 0.1042, 0.0756, 0.0416, 0.0369]
}

---

No. 3
{
  "formula": "C26H36N4O5S",
  "method": "ωB97M-V with the def2-TZVPD basis set",
  "fmax_ha_per_bohr": 0.02712,
  "de_lowest_kcal_mol": 4.5,
  "orbital_gap_ev": 8.6,
  "e_tot_ha": -2005.7540,
  "smiles": "CCN(CC)S(=O)(=O)c1cc(NC(=O)[C@H](C)N2CCN(Cc3ccc4c(c3)OCO4)CC2)ccc1C",
  "homo_ev": -7.959,
  "species": ["C", "H", "H", "H", "C", "N", "S", "O", "O", "C", "C", "C", "C", "C", "C", "C", "H", "H", "H", "H", "H", "N", "C", "O", "C", "N", "C", "C", "N", "C", "C", "H", "H", "H", "H", "C", "C", "C", "C", "C", "C", "C", "H", "O", "C", "O", "H", "H", "H", "H", "H", "H", "H", "H", "H", "H", "C", "H", "H", "H", "H", "H", "H", "C", "C", "H", "H", "H", "H", "H", "H", "H"],
  "coordinates": [[-2.6577, -0.5384, -2.3412], [-3.5630, -0.9313, -2.7968], [-1.8632, -0.5668, -3.0835], [-2.3798, -1.1682, -1.5010], [-2.8600, 0.9004, -1.8723], [-3.7392, 1.0807, -0.7397], [-3.0339, 0.8513, 0.7548], [-4.0436, 1.0926, 1.7456], [-2.3355, -0.4061, 0.8361], [-1.8025, 2.1547, 0.7669], [-0.4845, 1.7558, 0.8319], [0.5389, 2.7010, 0.8075], [0.2007, 4.0507, 0.7292], [-1.1282, 4.4281, 0.6759], [-2.1614, 3.4947, 0.6887], [-3.5935, 3.9083, 0.6052], [-4.1915, 3.3091, 1.2868], [-3.9708, 3.7390, -0.4030], [-3.7043, 4.9624, 0.8473], [-1.3723, 5.4786, 0.6195], [0.9843, 4.7900, 0.7033], [1.8497, 2.2432, 0.8519], [3.0039, 2.8987, 0.5579], [3.1026, 4.0809, 0.3214], [4.2106, 1.9417, 0.5991], [3.7550, 0.5898, 0.3161], [3.4091, 0.3275, -1.0704], [2.5963, -0.9648, -1.1300], [3.4064, -2.0526, -0.6190], [3.7985, -1.7847, 0.7507], [4.5960, -0.4823, 0.8083], [4.8770, -0.2723, 1.8428], [5.5123, -0.5976, 0.2074], [4.4245, -2.6085, 1.1002], [2.9252, -1.6959, 1.4197], [2.8098, -3.3689, -0.8110], [1.5117, -3.5912, -0.0693], [1.5249, -4.0586, 1.2362], [0.3569, -4.2193, 1.9793], [-0.8256, -3.8932, 1.3638], [-0.8538, -3.4345, 0.0446], [0.2958, -3.2728, -0.6868], [0.2581, -2.9258, -1.7066], [-2.1511, -3.2373, -0.3365], [-2.9266, -3.4481, 0.8263], [-2.1017, -3.9794, 1.8420], [-3.7355, -4.1581, 0.6016], [-3.3432, -2.4843, 1.1587], [0.3769, -4.5869, 2.9914], [2.4677, -4.3184, 1.6940], [2.6498, -3.4924, -1.8854], [3.5519, -4.1040, -0.4875], [2.3363, -1.1830, -2.1681], [1.6625, -0.8361, -0.5544], [2.8176, 1.1586, -1.4608], [4.3062, 0.2028, -1.6962], [5.3417, 2.4806, -0.2806], [5.0312, 2.5270, -1.3209], [5.5910, 3.4868, 0.0429], [6.2234, 1.8499, -0.1968], [4.5534, 1.9462, 1.6433], [1.9784, 1.2388, 0.9622], [-0.2735, 0.6988, 0.8950], [-5.1483, 0.7603, -0.8579], [-5.5110, -0.6694, -0.4630], [-4.9700, -1.3982, -1.0590], [-5.2603, -0.8224, 0.5831], [-6.5794, -0.8250, -0.5953], [-5.6790, 1.4496, -0.1949], [-5.4467, 0.9659, -1.8895], [-3.2475, 1.5129, -2.6952], [-1.8976, 1.3194, -1.5657]],
  "lowdin_charge": [-0.0669, 0.0716, 0.0772, 0.0458, -0.2427, -0.2628, 0.6943, -0.2763, -0.2826, -0.2323, 0.0043, -0.1972, 0.0159, -0.0165, -0.2469, -0.0406, 0.0678, 0.0854, 0.0830, 0.1160, 0.1049, 0.1378, -0.4241, 0.0820, -0.2720, -0.1740, -0.1594, -0.1715, -0.1540, -0.1763, -0.1601, 0.1259, 0.1262, 0.1243, 0.1250, -0.1498, -0.2197, -0.0546, 0.0171, -0.2019, -0.1961, 0.0453, 0.1236, 0.0146, -0.1587, 0.0469, 0.1430, 0.1143, 0.1179, 0.1092, 0.1221, 0.1229, 0.1260, 0.1188, 0.1302, 0.1289, -0.0310, 0.0801, 0.0814, 0.0781, 0.1560, 0.1307, 0.1125, -0.2412, -0.0727, 0.0635, 0.0611, 0.0785, 0.1122, 0.1261, 0.1244, 0.1092]
}